# C4H13N2

A gas-phase ion, C4H13N2 (charge +1) at a distorted geometry (ωB97M-V/def2-TZVPD, the Open Molecules 2025 dataset).

The geometry in XYZ format:
```
19
Properties=species:S:1:pos:R:3:forces:R:3
N 0.6332 -0.7158 1.5051 -0.82 -2.44 0.78
N 1.7293 -0.6294 -0.7672 6.68 2.96 -3.79
C 0.5747 1.6258 0.1885 -1.83 -1.95 -0.92
C 0.4093 -0.1120 0.3223 -6.10 6.85 -1.82
C -0.8804 -0.5567 -0.5107 1.58 0.03 -1.34
C -2.2198 -0.0917 0.1002 1.93 0.18 -1.30
H -2.8406 0.2004 -0.7040 -1.22 -0.34 -0.82
H 1.1884 -0.6198 2.3268 0.91 0.89 0.26
H 1.4767 -1.3833 -1.3298 -0.26 -1.93 -0.85
H 0.0722 -1.5509 1.5126 -0.39 -0.52 0.88
H -2.6826 -0.7862 0.7645 -0.27 -0.05 0.69
H -1.9158 0.8757 0.4417 -0.52 0.46 1.38
H -0.7916 -1.6302 -0.7962 -0.33 0.09 0.80
H 1.9826 0.2256 -1.4299 -1.10 -2.27 1.79
H -0.2774 2.0310 0.7637 1.27 0.24 0.63
H 1.5922 2.0120 0.2502 -0.17 -0.05 0.96
H -0.8301 -0.1491 -1.6381 0.35 -0.20 2.54
H 2.5525 -0.7193 -0.1684 -0.21 -0.71 -0.46
H 0.2270 1.9737 -0.8314 0.49 -1.22 0.59
```
Forces are in eV/Å.

E, eV: -7324.30245
Energy relative to the best compared isomer or geometry (same formula, charge and spin), eV: 3.3300
<S²>: 2.01
Charge: +1
Spin multiplicity: 3